A 24-piece molecular cluster, C84H228N12O24 overall. Source: OMol25; level of theory: wB97M-V/def2-TZVPD.

XYZ file:
```
348
Properties=species:S:1:pos:R:3
C -5.2129 -4.5878 -1.8549
C -4.2003 -3.5146 -2.2854
C -4.6695 -2.0921 -2.0414
O -5.7483 -1.8039 -2.9192
C -5.4155 -1.6769 -4.3152
N -2.8999 -3.6616 -1.5807
H -5.3917 -4.4473 -0.8270
H -4.7813 -5.5575 -2.0395
H -6.1781 -4.6383 -2.3905
H -3.9563 -3.6962 -3.3155
H -3.8284 -1.4066 -2.1803
H -5.0326 -2.0209 -1.0227
H -4.8747 -2.5643 -4.7052
H -4.7494 -0.7863 -4.4606
H -6.4005 -1.5933 -4.8389
H -3.1282 -3.5392 -0.5909
H -2.4232 -4.5604 -1.7269
C 8.0226 -0.3029 -5.2582
C 8.5627 -1.5489 -4.5377
C 10.0505 -1.8776 -4.7981
O 10.2459 -2.0452 -6.2336
C 11.5349 -2.5223 -6.5182
N 8.3130 -1.2758 -3.1288
H 8.2377 -0.2284 -6.3451
H 8.3579 0.6158 -4.6906
H 6.9694 -0.4475 -5.1140
H 7.8719 -2.3783 -4.7998
H 10.2937 -2.7080 -4.1913
H 10.6321 -1.0642 -4.4832
H 12.4368 -1.8356 -6.3253
H 11.5387 -2.7778 -7.6000
H 11.6799 -3.4160 -5.9497
H 8.5615 -2.0441 -2.4949
H 8.9264 -0.4529 -2.9222
C 2.6083 -1.7634 -5.9055
C 3.9533 -2.1453 -6.5104
C 4.1097 -3.6244 -6.7973
O 4.0800 -4.3957 -5.6091
C 5.2636 -4.5494 -4.8043
N 4.2217 -1.3093 -7.7310
H 2.6783 -0.7292 -5.6785
H 2.3945 -2.3147 -5.0080
H 1.7487 -1.8782 -6.5772
H 4.6553 -1.9134 -5.6520
H 5.0151 -3.8566 -7.4014
H 3.2174 -3.9341 -7.2639
H 5.4581 -5.5848 -4.6526
H 5.1207 -3.9930 -3.9336
H 6.0702 -4.1262 -5.4358
H 5.2333 -1.3744 -7.9603
H 3.8151 -1.7944 -8.5031
C -2.2029 -0.6239 0.8704
C -0.6661 -0.5523 1.2111
C -0.1074 0.8050 0.8928
O 1.3241 0.9367 1.0853
C 1.6929 2.2369 0.8633
N -0.4900 -0.9424 2.5564
H -2.6680 -1.5211 1.3064
H -2.3099 -0.5377 -0.2226
H -2.7540 0.1873 1.2845
H -0.2082 -1.3016 0.5226
H -0.5700 1.5235 1.6273
H -0.4308 0.9836 -0.1379
H 1.4527 2.6281 -0.1300
H 2.8054 2.3337 0.9754
H 1.1290 2.8526 1.6178
H 0.4990 -0.6049 3.0110
H -1.2135 -0.3646 3.0112
C 2.9505 -3.4525 6.6414
C 1.4468 -3.3548 6.4188
C 0.6957 -2.9937 7.6832
O 0.4486 -4.0518 8.6082
C 0.1716 -3.6824 9.9307
N 1.2958 -2.1828 5.4120
H 3.2683 -2.5298 7.0777
H 3.5370 -3.6204 5.7472
H 3.1907 -4.2525 7.3764
H 1.0628 -4.2508 5.9466
H -0.2268 -2.5685 7.3785
H 1.2798 -2.2407 8.2034
H 0.2783 -4.5880 10.5270
H -0.7875 -3.1518 10.1703
H 0.9661 -2.9954 10.4123
H 0.7932 -2.5405 4.6275
H 2.2509 -1.8733 5.1201
C -5.0359 -5.3224 3.6370
C -4.4640 -5.0630 2.2316
C -4.7816 -6.1773 1.2275
O -4.2771 -7.4309 1.6621
C -4.5820 -8.5302 0.8879
N -4.7986 -3.8438 1.5719
H -4.6534 -6.1652 4.1458
H -6.1098 -5.2698 3.4405
H -4.8406 -4.3937 4.2028
H -3.3665 -5.1402 2.3502
H -4.3502 -5.8216 0.2603
H -5.8650 -6.2698 1.0790
H -4.6895 -8.2928 -0.1936
H -5.4944 -9.0423 1.2528
H -3.7091 -9.2216 0.9791
H -4.3437 -3.0335 1.8838
H -5.8334 -3.7602 1.4622
C 2.2786 -5.7088 -1.0685
C 1.0159 -5.7069 -1.9898
C 1.2404 -5.8120 -3.4987
O -0.0154 -5.7005 -4.0962
C 0.0212 -6.0409 -5.4000
N 0.1220 -6.7474 -1.3706
H 2.9911 -4.9775 -1.4033
H 2.8406 -6.6383 -1.0889
H 1.9833 -5.4277 -0.0497
H 0.4947 -4.7443 -1.8320
H 1.6871 -6.8396 -3.4977
H 1.9810 -5.0784 -3.8427
H -1.0004 -6.1151 -5.7019
H 0.5747 -6.9904 -5.5716
H 0.5709 -5.2480 -5.9269
H -0.6491 -7.0476 -2.0269
H 0.6750 -7.6027 -1.2060
C -4.0285 -4.6165 10.2896
C -4.1570 -4.2822 8.8018
C -2.9443 -4.6958 7.9246
O -3.1648 -4.2927 6.5992
C -2.0452 -4.6569 5.7493
N -5.4168 -4.8722 8.2900
H -3.3971 -3.9785 10.8174
H -3.8596 -5.6600 10.5443
H -5.0384 -4.3077 10.7323
H -4.2709 -3.1630 8.6942
H -2.8530 -5.7465 7.8842
H -2.0869 -4.1395 8.3195
H -1.3031 -3.8302 5.6108
H -2.3474 -4.8925 4.6829
H -1.5725 -5.5636 6.0801
H -6.1659 -4.6194 8.8691
H -5.6715 -4.6109 7.3563
C -1.9954 6.6265 7.3167
C -2.9320 5.9371 6.3562
C -3.4595 4.6796 7.0570
O -3.9838 4.9442 8.3654
C -4.3417 3.7510 9.0211
N -3.9453 6.8858 5.9473
H -1.4583 7.4682 6.9445
H -1.1410 5.9519 7.5731
H -2.5083 6.8682 8.2860
H -2.3587 5.5350 5.4730
H -2.6057 3.9830 7.1512
H -4.2389 4.2309 6.4257
H -4.4135 3.8746 10.1191
H -3.5985 2.8643 8.7924
H -5.3022 3.2829 8.7123
H -4.1380 7.5338 6.7320
H -4.7464 6.4037 5.6277
C -5.4154 0.4398 0.4664
C -6.9436 0.4177 0.3001
C -7.3210 1.2100 -0.9126
O -6.7192 2.4881 -0.7764
C -7.1666 3.3649 -1.8381
N -7.5345 -0.8858 0.2313
H -4.7096 0.2940 -0.3608
H -5.0069 -0.2258 1.2785
H -5.0083 1.4025 0.8181
H -7.3059 0.9040 1.2063
H -8.4554 1.2471 -0.8285
H -7.0493 0.6661 -1.8667
H -6.6003 4.2985 -1.8108
H -8.2612 3.5300 -1.5991
H -7.0579 2.8331 -2.7708
H -7.2608 -1.4297 -0.5806
H -8.5692 -0.9843 0.4259
C 5.6399 6.4924 -4.0980
C 5.4811 4.9875 -3.9309
C 6.2719 4.1511 -5.0261
O 7.6010 4.5369 -4.9589
C 8.2520 4.0343 -6.1194
N 5.7509 4.6676 -2.5354
H 5.4143 6.9957 -3.1473
H 4.9470 6.8875 -4.8090
H 6.6837 6.7174 -4.4122
H 4.4560 4.7263 -4.0563
H 5.7721 4.4776 -5.9870
H 6.1924 3.1073 -4.8466
H 9.2203 4.5251 -6.2766
H 7.6422 4.3610 -6.9259
H 8.5129 2.9994 -6.0343
H 6.0330 3.7056 -2.4404
H 6.5329 5.2227 -2.2034
C 6.7931 -1.5914 1.8810
C 6.0407 -2.3249 0.8182
C 4.6065 -1.9164 0.8173
O 3.9571 -2.4583 -0.3388
C 2.5428 -2.2955 -0.2203
N 6.7297 -1.9338 -0.5965
H 6.2815 -1.7411 2.8833
H 6.6419 -0.5571 1.7023
H 7.8409 -1.8506 1.7828
H 6.2129 -3.3614 0.9293
H 4.5413 -0.8094 0.7883
H 4.0987 -2.3401 1.6531
H 2.1570 -2.6290 0.7741
H 2.1159 -2.8770 -1.0552
H 2.2428 -1.2285 -0.3981
H 6.8153 -0.9210 -0.6454
H 6.1234 -2.2014 -1.3645
C 1.9014 4.6678 -3.7145
C 2.0145 5.8357 -2.7690
C 0.7833 6.6865 -2.9166
O 2.2058 5.3984 -1.3902
H 0.9234 4.1900 -3.6676
H 2.6241 3.9033 -3.5833
H 2.1542 4.9344 -4.7577
H 2.9179 6.3618 -2.9357
H -0.0762 6.1369 -2.4628
H 0.4736 6.8441 -3.9550
H 0.9770 7.6958 -2.4734
H 3.1076 5.0295 -1.3040
C -1.0178 -1.9594 -4.2134
C -0.1025 -1.4797 -3.1116
C 0.2398 0.0007 -3.2732
O -0.6347 -1.7067 -1.8733
H -0.5439 -2.0564 -5.1804
H -1.9082 -1.2273 -4.2865
H -1.4354 -2.9708 -4.0547
H 0.7871 -2.1242 -3.3105
H 0.6460 0.4605 -2.3633
H -0.7287 0.5509 -3.5066
H 0.9973 0.1867 -4.0585
H -1.5315 -2.1770 -1.8456
C 0.6125 8.1227 0.6501
C 1.5644 7.2515 1.4952
C 1.6333 7.6216 2.9575
O 1.1470 5.8837 1.4084
H -0.3408 7.9403 1.0653
H 0.6948 7.7979 -0.4298
H 0.8341 9.1698 0.8207
H 2.5780 7.3149 1.0148
H 0.7337 7.2345 3.4766
H 1.7468 8.6802 3.1137
H 2.4641 7.0963 3.3889
H 1.5314 5.4683 0.6174
C -6.9020 2.7371 4.9161
C -7.3534 4.2116 4.8599
C -8.7221 4.4876 5.4431
O -6.4074 5.0331 5.5766
H -5.9746 2.5860 4.3960
H -7.6109 2.2016 4.3239
H -6.8254 2.4308 5.9688
H -7.2007 4.6134 3.8480
H -9.0446 5.5743 5.5742
H -8.9659 4.1390 6.4077
H -9.5757 3.9632 4.8472
H -6.5306 4.8684 6.5206
C -0.6890 2.4450 -10.5587
C 0.3306 1.9909 -9.5950
C -0.2402 1.0574 -8.5311
O 1.3941 1.2399 -10.2434
H -1.1830 3.2429 -10.0351
H -1.3762 1.6177 -10.7372
H -0.3880 2.7860 -11.5629
H 0.6915 2.9456 -9.2146
H -0.8260 0.2492 -9.0036
H -0.9602 1.5386 -7.7984
H 0.5263 0.6367 -7.9670
H 1.9660 1.0019 -9.4968
C 2.9997 3.2320 -6.8059
C 3.5453 2.3514 -7.9145
C 5.0411 2.1742 -7.8501
O 2.7871 1.0466 -7.8099
H 3.3013 4.2486 -6.9478
H 3.3650 3.0414 -5.8036
H 1.9545 3.0473 -6.7312
H 3.2563 2.8128 -8.9098
H 5.4797 3.1380 -7.7138
H 5.5215 1.7024 -8.7086
H 5.2698 1.5907 -6.9319
H 3.3706 0.3259 -7.6330
C -3.6899 3.4817 2.6203
C -2.7107 4.5284 1.9794
C -3.2232 5.9758 1.9648
O -1.4031 4.5955 2.6350
H -3.1715 2.6426 2.9088
H -4.4655 3.1311 1.9204
H -4.2513 3.8646 3.4793
H -2.4640 4.2229 0.9827
H -2.3692 6.6132 1.8046
H -3.6528 6.3431 2.9360
H -3.9997 6.1458 1.2027
H -0.6869 4.7441 1.9891
C 3.7702 2.0136 -2.2081
C 4.5849 0.7904 -2.2929
C 3.8831 -0.3908 -2.9304
O 5.7390 1.2002 -3.0896
H 2.7353 1.8161 -2.1875
H 3.9135 2.4814 -3.1769
H 3.9460 2.5802 -1.3212
H 4.9569 0.3602 -1.3476
H 4.3640 -1.3656 -2.6948
H 3.9598 -0.3526 -4.0280
H 2.7793 -0.5139 -2.7026
H 6.4269 0.6013 -3.0296
C -3.4167 0.0345 4.8122
C -3.1966 -1.2445 5.6380
C -2.5817 -0.9156 7.0171
O -4.4381 -1.9005 5.8964
H -4.4185 0.4539 5.1011
H -3.4230 -0.0931 3.7413
H -2.6899 0.8200 4.9787
H -2.5272 -1.8771 5.1029
H -2.3109 -1.7747 7.6252
H -3.4397 -0.4811 7.5994
H -1.8262 -0.1204 6.9219
H -4.2482 -2.8651 5.9470
C -3.3267 1.4750 -3.4210
C -2.7887 2.1611 -2.1339
C -1.8502 3.3101 -2.5057
O -3.7003 2.6266 -1.1886
H -4.0142 2.0788 -4.0435
H -3.7417 0.5041 -3.1244
H -2.4249 1.2789 -3.9997
H -2.1578 1.4652 -1.5858
H -1.5367 3.8832 -1.6398
H -2.3389 4.0036 -3.1165
H -0.9414 3.0924 -3.0053
H -4.5952 2.4355 -1.3870
C 1.3099 1.7572 4.4736
C 0.0218 2.4055 4.9645
C 0.1815 3.8364 5.2219
O -0.9190 2.1939 3.9059
H 2.1005 1.5906 5.2999
H 1.8130 2.4032 3.7169
H 1.0806 0.8092 3.9826
H -0.3525 1.8307 5.8445
H 0.8478 4.0461 6.0332
H -0.8458 4.2516 5.3871
H 0.5668 4.4561 4.3675
H -1.0128 2.9848 3.4232
C 0.5615 -5.8795 2.8975
C 0.2702 -4.5615 2.2223
C -0.7905 -4.6536 1.0865
O -0.1130 -3.6239 3.2118
H 1.2939 -5.8209 3.6461
H 0.9652 -6.5772 2.1195
H -0.3892 -6.3082 3.4071
H 1.2280 -4.1517 1.7054
H -1.1552 -3.6500 0.9121
H -1.7036 -5.2276 1.4302
H -0.4777 -5.1872 0.1174
H -0.2961 -2.6395 2.8719
```

The value obtained for the LUMO energy is 0.4088 eV. Its HOMO energy is -8.5 eV. The max |F| is 4.0 eV Å⁻¹. The energy above the lowest of the compared OMol25 structures with the same formula, charge and spin comes out at 89.6 kcal per mole. The frontier orbital gap is 8.9 eV.

Here are the Mulliken charges for atoms 1 to 99, given in e: C -2.04; C 0.22; C 1.66; O -0.47; C -0.50; N 0.06; H 0.21; H 0.51; H 0.33; H 0.88; H -1.25; H -0.27; H 0.25; H 0.11; H 0.32; H -0.58; H 0.16; C -0.69; C 0.66; C -0.98; O -0.27; C -0.78; N -0.40; H 0.49; H 0.13; H -0.13; H -0.34; H 0.51; H 0.38; H 0.26; H 0.24; H 0.36; H 0.30; H 0.28; C -1.56; C 2.54; C -1.45; O -0.21; C -0.36; N -0.63; H -0.09; H 0.25; H 0.54; H -0.80; H 0.35; H 0.45; H 0.37; H -0.10; H 0.24; H 0.30; H 0.27; C -0.19; C 1.09; C 0.51; O 0.13; C -0.34; N 1.29; H 0.02; H -0.46; H 0.22; H -1.43; H -0.59; H -0.25; H 0.26; H 0.29; H -0.44; H -0.10; H -0.64; C -1.88; C 0.76; C -0.21; O -0.40; C -0.74; N -0.23; H 0.50; H 0.46; H 0.35; H -0.09; H -0.23; H 0.62; H 0.29; H 0.23; H 0.30; H -0.01; H 0.22; C -1.81; C 2.19; C -0.74; O -0.32; C -0.76; N 0.15; H 0.48; H 0.49; H 0.31; H -1.62; H 0.30; H 0.60; H 0.27; H 0.26